Version i
Entry from the OMol25 dataset: the molecule C2H2N4O2 (ωB97M-V/def2-TZVPD).

Properties
SMILES string: O=c1nn[nH]c(=O)[nH]1
HOMO energy, eV: -10.830
LUMO, hartree: -0.0427

The geometry in ORCA input format:
```
! wB97M-V def2-TZVPD RIJCOSX def2/J DEFGRID3
* xyz 0 1
O 2.554 -0.309 0.609
C 1.306 -0.563 0.420
N 0.712 -1.597 -0.493
N -0.440 -1.316 -0.940
N -1.143 -0.328 -0.525
C -0.892 0.754 0.195
O -1.348 1.980 0.088
N 0.373 0.408 0.877
H -1.970 -0.449 -1.264
H 0.849 1.419 1.032
*
```

These are the Mulliken partial charges, in e, on atoms 1 to 5:
1 O -0.52
2 C 0.50
3 N -0.30
4 N -0.30
5 N 0.26


Version ii
Entry from the OMol25 dataset: the molecule C2H2N4O2 (ωB97M-V/def2-TZVPD).

Properties
SMILES string: O/N=c1/nnnco1
HOMO energy, eV: -9.372
LUMO, hartree: -0.0463

The geometry in ORCA input format:
```
! wB97M-V def2-TZVPD RIJCOSX def2/J DEFGRID3
* xyz 0 1
O 2.559 0.215 -0.021
N 1.653 -0.608 -0.283
C 0.399 -0.386 0.060
N -0.472 -1.400 -0.005
N -1.707 -1.099 0.204
N -2.072 0.403 -0.174
C -1.152 1.287 -0.154
O 0.205 1.035 0.295
H 2.149 1.171 0.588
H -1.565 2.351 -0.411
*
```

These are the Mulliken partial charges, in e, on atoms 1 to 5:
1 O -0.32
2 N -0.12
3 C 0.53
4 N -0.01
5 N -0.24


How far above the most stable structure does each one sit? In kJ/mol: version i 0.0; version ii 365.6.


Version i
Entry from the OMol25 dataset: the molecule C20H20BrClF2N2O (ωB97M-V/def2-TZVPD).

Properties
SMILES string: Cc1ccc(F)cc1CN[C@@H]1C[C@@H](F)CN(C(=O)c2ccc(Br)c(Cl)c2)C1
HOMO energy, eV: -8.974
LUMO, hartree: 0.0066

The geometry in ORCA input format:
```
! wB97M-V def2-TZVPD RIJCOSX def2/J DEFGRID3
* xyz 0 1
C -2.171 -4.307 1.311
C -1.079 -3.692 2.141
C -1.212 -3.600 3.521
C -0.220 -3.051 4.321
C 0.926 -2.599 3.710
F 1.911 -2.068 4.468
C 1.100 -2.667 2.344
C 0.094 -3.204 1.551
C 0.275 -3.221 0.054
N -0.628 -2.298 -0.636
C -0.317 -0.882 -0.443
C -1.081 -0.296 0.743
C -0.888 1.200 0.823
F 0.453 1.473 1.118
C -1.199 1.910 -0.479
N -0.475 1.319 -1.600
C 0.833 1.698 -1.898
O 1.692 0.863 -2.104
C 1.127 3.149 -2.204
C 0.252 4.217 -2.035
C 0.663 5.510 -2.300
C 1.961 5.760 -2.718
Br 2.475 7.538 -3.059
C 2.845 4.702 -2.877
Cl 4.472 4.955 -3.396
C 2.429 3.411 -2.604
C -0.724 -0.118 -1.696
H -1.804 -5.174 0.754
H -2.991 -4.642 1.946
H -2.554 -3.598 0.578
H -2.115 -3.974 3.988
H -0.326 -2.983 5.395
H 2.011 -2.282 1.902
H 1.329 -2.997 -0.166
H 0.070 -4.225 -0.327
H -0.592 -2.512 -1.626
H 0.759 -0.721 -0.298
H -2.149 -0.498 0.609
H -0.781 -0.756 1.684
H -1.481 1.635 1.630
H -2.274 1.826 -0.672
H -0.954 2.960 -0.367
H -0.781 4.060 -1.767
H -0.025 6.335 -2.187
H 3.124 2.591 -2.707
H -0.182 -0.495 -2.561
H -1.799 -0.252 -1.866
*
```

These are the Mulliken partial charges, in e, on atoms 1 to 5:
1 C -1.46
2 C 1.02
3 C -0.77
4 C -0.75
5 C 0.29


Version ii
Entry from the OMol25 dataset: the molecule C20H20BrClF2N2O (ωB97M-V/def2-TZVPD).

Properties
SMILES string: Cc1ccc(F)cc1CN[C@@H]1C[C@@H](F)CN(C(=O)c2ccc(Br)c(Cl)c2)C1
HOMO energy, eV: -8.986
LUMO, hartree: 0.0127

The geometry in ORCA input format:
```
! wB97M-V def2-TZVPD RIJCOSX def2/J DEFGRID3
* xyz 0 1
C -1.255 2.835 -3.922
C -1.905 3.004 -2.571
C -2.072 4.279 -2.038
C -2.665 4.465 -0.797
C -3.095 3.363 -0.088
F -3.672 3.531 1.112
C -2.939 2.087 -0.595
C -2.340 1.898 -1.837
C -2.174 0.492 -2.358
N -0.786 0.040 -2.393
C -0.199 -0.213 -1.083
C 0.468 1.033 -0.504
C 1.170 0.731 0.816
F 0.220 0.360 1.777
C 2.152 -0.425 0.637
N 1.437 -1.590 0.126
C 0.765 -2.442 0.959
O -0.299 -2.944 0.644
C 1.434 -2.898 2.224
C 0.641 -3.396 3.250
C 1.216 -3.897 4.406
C 2.595 -3.932 4.540
Br 3.340 -4.624 6.140
C 3.401 -3.476 3.503
Cl 5.125 -3.533 3.603
C 2.818 -2.971 2.351
C 0.832 -1.338 -1.182
H -1.930 2.331 -4.617
H -0.976 3.794 -4.355
H -0.358 2.220 -3.839
H -1.738 5.144 -2.595
H -2.797 5.456 -0.381
H -3.276 1.242 -0.007
H -2.811 -0.195 -1.784
H -2.556 0.467 -3.383
H -0.744 -0.799 -2.957
H -0.968 -0.568 -0.382
H 1.208 1.413 -1.217
H -0.244 1.843 -0.353
H 1.697 1.617 1.183
H 2.916 -0.143 -0.093
H 2.688 -0.629 1.558
H -0.435 -3.389 3.149
H 0.591 -4.268 5.205
H 3.468 -2.670 1.541
H 0.403 -2.266 -1.549
H 1.654 -1.040 -1.841
*
```

These are the Mulliken partial charges, in e, on atoms 1 to 5:
1 C -1.48
2 C 1.09
3 C -0.83
4 C -0.63
5 C 0.20


How far above the most stable structure does each one sit? In kJ/mol: version i 18.5; version ii 0.0.